{"formula": "C4H10N2O", "method": "the ωB97M-V functional and the def2-TZVPD basis", "spin_multiplicity": 1, "smiles": "N/C=C(\\N)O.C=C", "homo_ev": -7.19, "total_energy_ha": -343.0966, "species": ["C", "N", "N", "C", "O", "H", "H", "H", "H", "H", "H", "C", "C", "H", "H", "H", "H"], "positions_angstrom": [[1.197189, -0.845484, 0.611840], [0.829221, -1.664617, -0.459026], [1.134818, 1.212600, -0.657421], [1.394579, 0.475152, 0.509563], [1.412478, -1.555967, 1.774742], [1.565679, -0.942326, 2.500257], [0.841596, -2.637208, -0.185946], [1.377213, -1.517569, -1.290824], [0.488110, 2.033008, -0.418304], [0.626491, 0.669587, -1.343257], [1.635771, 1.059568, 1.385978], [-1.834894, 0.977679, 0.107843], [-2.298772, 0.283668, -0.927373], [-2.831645, 0.747091, -1.744842], [-2.104443, 2.009848, 0.261179], [-1.382910, 0.448555, 0.942074], [-2.050482, -0.753584, -1.066485]], "atomic_forces_ev_per_a": [[0.7, 0.7, 0.2], [-0.2, -0.2, 0.3], [-1.0, 2.1, -0.1], [-0.7, -0.7, 0.5], [-0.1, -0.2, -0.3], [-0.1, 0.0, -0.1], [0.0, 0.0, -0.1], [0.1, 0.0, -0.1], [1.3, -1.6, -0.6], [-0.1, -0.1, 0.1], [0.3, -0.1, 0.0], [-1.1, -0.8, 0.2], [0.5, 0.5, -0.1], [-0.1, 0.2, 0.0], [0.1, 0.3, -0.1], [0.3, 0.2, -0.2], [0.0, -0.3, 0.2]]}

{"formula": "C3H13N2O", "method": "the ωB97M-V functional and the def2-TZVPD basis", "spin_multiplicity": 2, "charge": 2, "homo_ev": [-18.41, -18.41], "total_energy_ha": -306.1001, "species": ["C", "N", "C", "N", "C", "H", "H", "H", "H", "H", "H", "H", "H", "H", "H", "H", "H", "H", "O"], "positions_angstrom": [[1.906149, -0.459673, -0.177038], [2.035785, -1.563366, -1.017487], [0.627736, -0.181132, 0.710427], [-0.649378, -0.704203, 0.107158], [-1.249292, 0.267333, -0.885920], [2.789778, -0.197208, 0.415042], [1.886534, 0.442096, -0.860381], [1.201255, -1.867817, -1.525407], [2.827589, -1.601000, -1.663277], [0.808497, -0.768458, 1.612198], [0.581034, 0.884068, 0.909894], [-1.339398, -0.938726, 0.822171], [-0.436159, -1.547366, -0.420989], [-1.284111, 1.252463, -0.429115], [-0.644961, 0.356632, -1.786050], [-2.246662, -0.075480, -1.144879], [-2.112009, 2.930658, 2.048650], [-2.778483, 1.664555, 1.705837], [-1.923901, 2.106624, 1.579167]], "atomic_forces_ev_per_a": [[-1.0, 1.9, 0.6], [-0.7, 0.9, -1.0], [1.0, -2.1, -0.1], [0.7, 1.0, -1.0], [-0.3, 0.5, -0.1], [0.2, -0.5, -0.1], [0.3, -0.3, -0.4], [0.1, -0.6, 0.3], [0.7, -0.3, 0.5], [-0.2, 0.4, 0.3], [-0.3, 0.0, 0.1], [0.1, 0.0, 0.2], [-0.5, -0.4, 0.5], [-0.2, 0.0, 0.3], [0.2, -0.4, 0.0], [0.0, 0.0, 0.0], [0.5, 0.2, -0.1], [0.2, -0.1, -0.1], [-0.6, -0.3, 0.2]]}

{"formula": "C3HO3Sr", "method": "the ωB97M-V functional and the def2-TZVPD basis", "spin_multiplicity": 2, "homo_ev": [-5.23, -7.76], "total_energy_ha": -371.2142, "species": ["C", "C", "O", "H", "O", "C", "O", "Sr"], "positions_angstrom": [[0.848799, -5.352705, -1.616333], [0.677225, -4.195992, -1.996374], [0.957565, -6.589138, -1.199805], [1.782767, -6.999287, -1.491495], [-0.308545, -2.424983, 1.420676], [-0.315637, -1.588299, 0.595362], [-0.166912, -1.086660, -0.446370], [0.501273, -1.971579, -3.467964]], "atomic_forces_ev_per_a": [[0.0, 1.1, -0.6], [0.0, 0.4, -0.4], [0.0, -0.8, 0.4], [-0.1, 0.2, 0.0], [-0.6, 2.4, -0.2], [1.2, -3.9, -0.4], [-0.5, 1.4, 0.4], [0.0, -0.9, 0.8]]}

{"formula": "C19H38N5O5P2Pt", "method": "the ωB97M-V functional and the def2-TZVPD basis", "spin_multiplicity": 1, "charge": -1, "homo_ev": -4.13, "total_energy_ha": -2199.0177, "species": ["Pt", "O", "C", "O", "C", "C", "C", "C", "C", "N", "H", "H", "H", "H", "C", "N", "C", "P", "O", "O", "P", "O", "N", "C", "C", "N", "C", "C", "N", "C", "C", "H", "H", "H", "H", "H", "H", "H", "H", "H", "H", "H", "H", "H", "H", "H", "H", "H", "H", "H", "H", "H", "H", "H", "H", "C", "C", "C", "C", "C", "H", "H", "H", "H", "H", "H", "H", "H", "H", "H"], "positions_angstrom": [[2.955993, 0.367601, -0.362219], [2.435812, -3.432991, 1.549499], [2.768137, -2.387418, 0.992680], [2.033378, -1.438042, 0.584285], [4.252735, -2.160989, 0.732129], [5.215612, -3.086070, 1.110131], [6.543124, -2.815377, 0.842878], [6.867296, -1.626277, 0.203498], [5.850364, -0.756026, -0.141150], [4.566955, -1.018800, 0.118708], [4.880727, -3.987991, 1.602873], [7.318761, -3.516561, 1.125734], [7.892968, -1.371030, -0.026709], [6.039974, 0.185014, -0.639324], [-4.672339, -1.969141, 1.788885], [-4.121564, -0.680057, 2.155041], [-4.213122, -0.374014, 3.571032], [-2.995918, 0.187775, 1.301870], [-3.112931, 1.649391, 1.424555], [-3.396217, -0.264565, -0.207486], [-2.718294, -1.253783, -1.291284], [-2.766657, -2.671212, -0.899981], [-1.231940, -0.629508, -1.517075], [-0.889643, 0.791169, -1.490618], [-0.176687, -1.499006, -2.040401], [-3.692410, -0.997137, -2.622819], [-4.962694, -1.709874, -2.629754], [-3.807215, 0.352173, -3.152471], [-1.512170, -0.357649, 1.707063], [-1.182509, -1.772676, 1.841104], [-0.363558, 0.537856, 1.821174], [-5.759692, -1.962510, 1.920790], [-4.258559, -2.764408, 2.421866], [-4.440755, -2.218610, 0.757594], [-5.258099, -0.412153, 3.892245], [-3.838090, 0.631013, 3.759312], [-3.640649, -1.086241, 4.179444], [-1.650781, 1.367383, -0.966443], [-0.775502, 1.190965, -2.505809], [0.072111, 0.915869, -0.987672], [-0.452533, -2.538945, -1.883729], [0.751659, -1.290815, -1.506540], [-0.018139, -1.320243, -3.110431], [-4.818846, -2.709245, -2.226440], [-5.324682, -1.790559, -3.657825], [-5.729487, -1.190921, -2.037714], [-2.827697, 0.814549, -3.235286], [-4.443410, 0.991267, -2.526197], [-4.243251, 0.305169, -4.153018], [-2.040790, -2.399494, 1.605915], [-0.848089, -1.978332, 2.863361], [-0.370196, -2.039137, 1.161661], [-0.696774, 1.568366, 1.733548], [0.396843, 0.318698, 1.069770], [0.098771, 0.391580, 2.803730], [1.117169, 4.033079, -0.879960], [2.443989, 3.382164, -0.475815], [3.603013, 4.215549, -1.042412], [2.547466, 3.343214, 1.047283], [2.534830, 1.997033, -1.092576], [1.044240, 5.045364, -0.468415], [0.267891, 3.455825, -0.503946], [1.032275, 4.101166, -1.966794], [3.572826, 5.238374, -0.651418], [3.550947, 4.264664, -2.132805], [4.559656, 3.765960, -0.769083], [2.490625, 4.352354, 1.471384], [3.488012, 2.879216, 1.348036], [1.738609, 2.740283, 1.463614], [2.319123, 2.097724, -2.171074]], "atomic_forces_ev_per_a": [[0.0, 0.0, 0.0], [0.0, 0.1, 0.0], [0.0, 0.0, 0.0], [0.0, -0.1, 0.0], [0.1, 0.0, 0.0], [-0.1, 0.0, 0.0], [0.0, 0.0, 0.0], [0.0, 0.0, 0.0], [0.0, 0.0, 0.0], [0.0, 0.0, 0.0], [0.0, 0.0, 0.0], [0.0, 0.0, 0.0], [0.0, 0.0, 0.0], [0.0, 0.0, 0.0], [0.0, 0.0, 0.0], [-0.1, 0.1, 0.0], [0.0, 0.0, 0.0], [-0.1, 0.0, 0.0], [0.0, -0.1, 0.1], [0.1, -0.1, 0.0], [-0.1, 0.1, 0.1], [0.0, 0.0, 0.0], [0.0, 0.0, -0.1], [0.0, -0.1, 0.0], [0.0, 0.1, 0.0], [0.0, 0.0, 0.0], [0.0, 0.0, 0.0], [0.0, 0.0, 0.0], [0.0, 0.1, -0.1], [0.0, 0.0, 0.0], [0.0, -0.1, 0.1], [0.0, 0.0, 0.0], [0.0, 0.0, 0.0], [0.0, 0.0, 0.0], [0.0, 0.0, 0.0], [0.0, 0.0, 0.0], [0.0, 0.0, 0.0], [0.0, 0.0, 0.0], [0.0, 0.0, 0.0], [0.0, 0.0, 0.0], [0.0, 0.0, 0.0], [0.0, 0.0, 0.0], [0.0, 0.0, 0.0], [0.0, 0.0, 0.0], [0.0, 0.0, 0.0], [0.0, 0.0, 0.0], [0.0, 0.0, 0.0], [0.0, 0.0, 0.0], [0.0, 0.0, 0.0], [0.0, 0.0, 0.0], [0.0, 0.0, 0.0], [0.0, 0.0, 0.0], [0.0, 0.0, 0.0], [0.0, 0.0, 0.0], [0.0, 0.0, 0.0], [0.0, 0.0, 0.1], [0.1, 0.0, 0.0], [0.0, 0.0, 0.0], [0.0, 0.0, 0.0], [0.0, 0.0, 0.0], [0.0, 0.0, 0.0], [0.0, 0.0, 0.0], [0.0, 0.0, 0.0], [0.0, 0.0, 0.0], [0.0, 0.0, 0.0], [0.0, 0.0, 0.0], [0.0, 0.0, 0.0], [0.0, 0.0, 0.0], [0.0, 0.0, 0.0], [0.0, 0.0, 0.0]]}

{"formula": "C3H9N3O", "method": "the ωB97M-V functional and the def2-TZVPD basis", "spin_multiplicity": 1, "smiles": "C/C(O)=N/CNN", "homo_ev": -8.47, "total_energy_ha": -359.1040, "species": ["C", "C", "N", "C", "N", "O", "N", "H", "H", "H", "H", "H", "H", "H", "H", "H"], "positions_angstrom": [[1.464476, 0.475345, -0.895067], [-1.809795, 0.751410, 0.849415], [2.057547, -0.560999, -0.053337], [-0.682053, 0.278191, -0.036384], [0.759346, -1.341634, 0.615766], [-1.121837, -0.418355, -1.147474], [0.359136, 1.090224, -0.167090], [-2.043624, -0.217033, -1.362524], [2.479779, -0.053920, 0.730879], [1.171315, -1.990578, 1.284622], [0.267046, -1.940982, -0.051158], [2.217665, 1.251286, -1.080949], [1.155552, 0.037303, -1.851608], [-2.314070, 1.601330, 0.385643], [-2.550889, -0.042430, 0.968363], [-1.409594, 1.080842, 1.810903]], "atomic_forces_ev_per_a": [[-0.9, 0.6, -0.3], [0.3, -0.6, 0.4], [-2.4, -1.8, 0.8], [0.5, 5.3, -2.0], [2.4, 0.7, -0.3], [0.4, -1.3, 0.0], [-1.2, -2.4, 1.0], [0.2, -0.1, 0.5], [-0.6, -0.5, 0.2], [0.2, 0.2, 0.0], [0.9, 0.3, -0.6], [0.0, -0.3, 0.0], [0.1, -0.1, 0.1], [0.2, 0.0, -0.1], [0.1, 0.0, 0.3], [-0.2, -0.2, -0.1]]}

{"formula": "C12H10ClF3FeO2", "method": "the ωB97M-V functional and the def2-TZVPD basis", "spin_multiplicity": 6, "charge": -1, "homo_ev": [-4.39, -4.69], "total_energy_ha": -2637.3071, "species": ["C", "C", "C", "H", "C", "C", "H", "H", "H", "H", "Fe", "Cl", "C", "C", "C", "H", "C", "C", "H", "H", "H", "H", "F", "C", "F", "F", "C", "O", "O"], "positions_angstrom": [[0.975312, -1.805773, 0.506690], [1.051650, -1.759218, -0.934728], [-0.318666, -1.776287, -1.409347], [1.936321, -1.881494, -1.552343], [-1.195455, -1.657480, -0.283201], [-0.391186, -1.711417, 0.889040], [-0.753577, -1.769438, 1.911445], [1.817488, -1.932841, 1.182935], [-0.618714, -1.849142, -2.440335], [-2.283748, -1.731728, -0.311372], [0.384805, 0.326791, -0.575597], [2.300493, 1.097606, -1.427379], [0.073610, 2.567882, -3.651083], [-1.158887, 1.906693, -3.944919], [-0.860327, 0.724966, -4.701582], [-2.147171, 2.266559, -3.665358], [0.563470, 0.648632, -4.854648], [1.139661, 1.790658, -4.209281], [2.200123, 2.041475, -4.180379], [0.169582, 3.526836, -3.140789], [-1.591946, 0.034874, -5.128887], [1.110216, -0.115452, -5.412671], [-3.257027, 2.843351, 1.414562], [-3.291892, 1.686034, 0.684334], [-2.914143, 0.679768, 1.533852], [-4.575043, 1.454302, 0.305920], [-2.390896, 1.839557, -0.591429], [-2.865873, 2.508096, -1.505265], [-1.210681, 1.317592, -0.511486]], "atomic_forces_ev_per_a": [[-0.2, 0.4, -0.7], [-1.4, -1.3, 0.6], [0.5, 0.5, 0.9], [-0.2, 0.2, 0.2], [0.9, -1.0, -0.2], [0.2, -0.1, -0.4], [0.0, 0.2, -0.2], [-0.2, 0.2, -0.2], [0.0, 0.2, -0.1], [0.4, 0.4, 0.0], [0.1, -0.9, -0.1], [0.5, 0.4, 0.4], [2.3, -0.7, -0.8], [-0.8, -2.9, -2.0], [-1.6, 2.1, 1.4], [0.4, -0.2, -0.1], [0.8, 1.4, 0.6], [-0.9, 0.4, -0.2], [-0.5, -0.2, 0.1], [0.0, -0.4, -0.1], [0.3, 0.3, 0.3], [-0.2, 0.3, 0.3], [-0.2, -0.8, -0.5], [0.1, -0.3, 0.3], [-0.4, 0.9, -0.9], [0.7, 0.2, 0.6], [1.2, 0.2, -0.6], [0.2, -0.7, 1.1], [-2.2, 1.4, 0.3]]}

The following energy relative to the best compared isomer or geometry (same formula, charge and spin) values (in eV) correspond, in order, to the records above: 2.853 1.496 0.280 0.000 3.822 0.000.